Record 1
Formula: C5H8N2O2
Source: the OMol25 dataset
Level of theory: the ωB97M-V functional and the def2-TZVPD basis

Last column: Löwdin charge in e.
Geometry (Å):
C: -0.44894 -0.36269 1.23024  -0.370
C: -0.53763 -1.20880 -0.25125  -0.230
C: 0.62176 1.01325 0.97694  -0.501
H: 1.53098 -0.68697 -2.47020  0.103
C: 1.33396 0.06484 -1.69602  -0.048
H: -2.13384 -2.16266 0.41914  0.102
H: 0.26720 -0.93684 1.83729  0.156
H: 1.00929 0.98467 -2.18567  0.091
N: -1.46378 -2.19866 -0.34252  0.127
H: 0.22959 3.00857 1.08236  0.113
C: 0.31066 -0.46865 -0.81940  0.036
H: -1.15370 1.95631 1.00112  0.094
H: 2.27047 0.25098 -1.16747  0.090
O: 1.81981 1.01198 1.15624  0.033
H: -1.89683 -2.31788 -1.24761  0.107
O: -1.59627 -0.05438 1.61882  -0.068
N: -0.16274 2.10693 0.85796  0.167

## Properties
Multiplicity ... 1
Energy relative to the best compared isomer or geometry (same formula, charge and spin) ... 113.68 kcal/mol
F_max ... 2.38 eV/Å
Orbital gap (spin up / spin down) ... 7.88 / 7.88 eV
E ... -12386.006 eV

Record 2
Formula: C5H8N2O2
Source: the OMol25 dataset
Level of theory: the ωB97M-V functional and the def2-TZVPD basis

Last column: Löwdin charge in e.
Geometry (Å):
N: -1.77701 -0.29035 -1.75159  0.178
C: 0.61072 0.11884 0.73804  -0.163
N: -0.67469 2.14858 0.17464  0.248
H: -2.66685 0.05569 -1.37804  0.062
C: 0.28017 -1.05563 1.64615  -0.061
H: -0.10172 2.73131 0.77136  0.139
C: 0.85343 -0.37505 -0.97624  -0.612
H: 1.33340 -2.00273 -1.83025  0.109
C: -0.49804 0.84676 0.14869  -0.192
H: -0.48680 -1.68783 1.19886  0.083
H: -1.19654 2.61314 -0.55782  0.140
O: 0.92773 -1.78899 -0.97819  0.012
H: 1.41390 0.75235 1.11061  0.137
O: 1.65430 0.29420 -1.65311  -0.049
H: -0.06304 -0.72520 2.62992  0.075
H: 1.17294 -1.66612 1.77053  0.084
C: -0.78190 0.03102 -1.06355  -0.189

## Properties
Multiplicity ... 1
Energy relative to the best compared isomer or geometry (same formula, charge and spin) ... 106.06 kcal/mol
F_max ... 1.45 eV/Å
Orbital gap ... 6.92 eV
E ... -12386.336 eV